Below is a cluster of 2 separate species, C6H16N2 in total in a non-equilibrium geometry, with properties calculated with wB97M-V/def2-TZVPD.

XYZ file:
```
24
Properties=species:S:1:pos:R:3:nbo_charge:R:1
C 2.3016 0.1346 -0.5541 -0.4048
C 3.3747 0.1468 0.9192 -0.6302
C 1.7942 0.0826 0.8100 -0.3884
N -0.4595 -0.8048 -0.5601 -0.8138
C -0.4368 -0.0760 -1.8535 -0.4334
C -1.2668 -0.0874 0.3575 -0.2344
C -2.7191 -0.5437 0.0710 -0.2150
N -3.8198 0.0651 0.8028 -0.9206
H 2.0905 1.1604 -0.9273 0.1872
H 2.7751 -0.5031 -1.2706 0.2028
H 4.2940 0.2440 0.2839 0.2098
H 3.6602 -0.6342 1.6478 0.1763
H 3.4942 1.1982 1.3636 0.1918
H 1.3533 -0.7715 1.3453 0.2216
H 1.2783 0.9921 1.1355 0.2021
H 0.1670 -0.7242 -2.5021 0.1730
H -1.4223 0.0128 -2.3896 0.1100
H -0.0130 0.9687 -1.8452 0.1090
H -1.0493 -0.1713 1.4545 0.1287
H -1.2757 1.0178 0.1612 0.1064
H -2.7694 -1.6333 0.2224 0.1541
H -2.8597 -0.3824 -1.0208 0.1598
H -3.6845 0.7035 1.5741 0.3602
H -4.8073 -0.3947 0.7745 0.3478
```

Properties
- HOMO (spin up / spin down) (eV) = -1.2 / -1.2
- total charge = -1
- multiplicity = 2

Below is a structure of composition C6H16N2 in a non-equilibrium geometry, with properties calculated with wB97M-V/def2-TZVPD.

XYZ file:
```
24
Properties=species:S:1:pos:R:3:nbo_charge:R:1
C -1.5115 -2.6488 -0.3490 -0.6153
C -0.2949 -2.3093 0.4469 -0.2190
N 0.2827 -1.0495 0.0039 -0.4572
C 1.3890 -1.2592 -1.0052 -0.4366
C 0.7985 -0.3729 1.1619 -0.3252
C 1.1142 0.9885 0.8711 0.1185
N 1.4455 1.5500 -0.3518 -0.6489
C -1.1919 4.1836 -0.4625 -0.8613
H -1.2776 -2.7015 -1.4828 0.2044
H -2.0703 -3.5414 -0.0083 0.2149
H -2.2269 -1.8028 -0.2873 0.2094
H -0.7167 -2.1187 1.4644 0.1944
H 0.4609 -3.2877 0.4571 0.1697
H 0.9991 -1.5382 -1.9983 0.2129
H 2.0900 -0.4290 -1.1868 0.2485
H 2.0495 -2.1013 -0.5611 0.1591
H 0.0323 -0.2913 1.9885 0.2209
H 1.6758 -1.0102 1.5441 0.2258
H 0.3286 1.3355 -0.1742 0.3753
H 1.2407 1.5867 1.8391 0.1489
H -0.2076 4.4237 0.0478 0.2231
H -1.0098 4.4567 -1.5288 0.2190
H -2.0036 4.8462 -0.0705 0.2129
H -1.3962 3.0910 -0.3582 0.2058
```

Properties
- HOMO (eV) = -8.2
- total charge = 0

Below is a structure of composition C6H16N2 in a non-equilibrium geometry, with properties calculated with wB97M-V/def2-TZVPD.

XYZ file:
```
24
Properties=species:S:1:pos:R:3:nbo_charge:R:1
C 0.5300 -0.8665 0.9869 0.1277
N 0.3800 0.4148 0.9426 -0.5550
C -2.5783 -0.0622 -0.1191 -0.4100
C -2.8303 1.4341 0.0956 -0.6131
C -3.4684 -0.7465 -1.1250 -0.6111
C 1.8469 0.5574 0.5137 -0.0858
N 2.4507 -0.3714 -0.4325 -0.6624
C 3.8972 -0.2714 -0.5205 -0.4048
H 0.0414 -1.6438 0.3774 0.1544
H 1.0734 -1.3035 1.8484 0.1307
H -1.5103 -0.1947 -0.3041 0.2107
H -2.6395 -0.5900 0.8428 0.1871
H -3.2635 1.8809 -0.7928 0.1982
H -3.5516 1.5827 0.9021 0.1966
H -1.9144 1.8828 0.4706 0.2301
H -3.4305 -0.2778 -2.1217 0.1963
H -3.2177 -1.7956 -1.2809 0.2061
H -4.5431 -0.5982 -0.9598 0.2026
H 2.5103 0.6105 1.3906 0.1685
H 1.8825 1.5802 0.1117 0.1842
H 1.9311 -0.5092 -1.2845 0.3733
H 4.2050 0.6662 -0.9969 0.1708
H 4.2293 -1.1239 -1.1058 0.2077
H 4.2537 -0.3077 0.5069 0.1969
```

Properties
- HOMO (eV) = -8.2
- total charge = 0

Below is an isolated molecule of C6H16N2 in a non-equilibrium geometry, with properties calculated with wB97M-V/def2-TZVPD.

XYZ file:
```
24
Properties=species:S:1:pos:R:3:nbo_charge:R:1
C -0.2990 0.5732 0.3848 -0.2514
N -0.6896 -0.7140 1.0303 -0.4483
C 0.0481 -0.8758 2.2849 -0.4184
C -2.1590 -0.8607 1.1721 -0.4195
C 0.0847 0.3403 -1.1067 -0.0649
C -0.7918 1.2285 -1.9923 -0.6174
N 1.4833 0.5668 -1.3810 -0.6417
C 2.4033 -0.2967 -0.6411 -0.4087
H 0.5137 1.1281 0.8723 0.2000
H -1.1605 1.2387 0.4699 0.1850
H 1.1173 -1.1144 2.2865 0.1985
H 0.0029 -0.0229 2.9802 0.1620
H -0.4160 -1.7354 2.7683 0.1936
H -2.3265 -1.9252 1.3871 0.1985
H -2.7349 -0.2736 1.8708 0.1793
H -2.3971 -0.7492 0.1157 0.2036
H -0.2368 -0.6941 -1.3014 0.1957
H -1.8258 0.8661 -2.0572 0.2126
H -0.7284 2.2677 -1.6419 0.1976
H -0.6211 1.1941 -3.0703 0.2186
H 1.7571 1.5193 -1.5341 0.3653
H 3.3925 -0.0956 -1.0326 0.2042
H 1.9763 -1.3051 -0.7550 0.1983
H 2.3624 -0.1536 0.4414 0.1577
```

Properties
- HOMO (eV) = -8.1
- total charge = 0
- SMILES = CN[C@H](C)CN(C)C

Molar mass for the records above, in order: 116.208 116.208 116.208 116.208 g mol⁻¹
ΔE to the lowest compared entry with this formula, charge and spin for the records above, in order: 566.9 548.4 448.5 190.8 kJ/mol
Electronic energy for the records above, in order: -347.4426 -347.5159 -347.5540 -347.6522 hartree